Entry from the OMol25 dataset: a cluster of 7 separate species, C23H64N5O7 in total at a distorted geometry (wB97M-V/def2-TZVPD).

The geometry in ORCA input format:
```
! RIJCOSX wB97M-V def2-TZVPD def2/J DEFGRID3
* xyz -1 1
C 0.27 0.23 0.50
O -0.13 0.73 -0.72
H 1.04 -0.54 0.32
H 0.61 0.99 1.24
H -0.59 -0.21 1.06
C -3.57 -3.31 -1.52
C -3.29 -2.09 -0.63
C -2.50 -2.42 0.67
O -3.21 -3.17 1.66
C -4.30 -2.41 2.16
N -2.59 -1.10 -1.48
H -4.35 -2.99 -2.20
H -3.90 -4.15 -0.89
H -2.74 -3.74 -2.08
H -4.20 -1.55 -0.36
H -2.12 -1.51 1.14
H -1.60 -2.99 0.41
H -5.06 -2.18 1.42
H -3.98 -1.43 2.54
H -4.71 -3.04 2.94
H -2.13 -0.52 -0.77
H -1.83 -1.53 -1.99
C 4.03 -2.60 -2.31
C 3.88 -1.35 -1.43
C 5.08 -1.28 -0.49
O 4.95 -2.26 0.53
C 5.95 -2.05 1.52
N 3.77 -0.17 -2.31
H 5.05 -2.80 -2.64
H 3.44 -2.58 -3.23
H 3.81 -3.47 -1.69
H 2.96 -1.42 -0.85
H 5.13 -0.25 -0.08
H 6.11 -1.32 -0.86
H 5.88 -1.04 1.94
H 6.92 -2.18 1.02
H 5.87 -2.81 2.29
H 4.38 0.56 -1.92
H 4.38 -0.41 -3.10
C -0.02 5.22 1.06
C 0.67 4.70 -0.22
C 1.61 5.72 -0.82
O 2.27 5.19 -1.95
C 3.34 5.97 -2.39
N 1.41 3.47 0.09
H 0.65 5.78 1.73
H -0.42 4.48 1.75
H -0.82 5.94 0.81
H -0.05 4.32 -0.95
H 2.32 6.05 -0.05
H 1.02 6.58 -1.20
H 3.04 6.96 -2.76
H 3.84 5.48 -3.22
H 4.05 6.16 -1.58
H 2.06 3.62 0.88
H 0.74 2.90 0.62
C 0.01 -2.59 -3.62
C 0.48 -1.39 -4.48
C 0.39 -1.73 -5.97
O 1.16 -2.86 -6.26
C 0.88 -3.37 -7.55
N -0.33 -0.22 -4.05
H 0.12 -2.30 -2.58
H 0.30 -3.57 -4.02
H -1.09 -2.62 -3.68
H 1.49 -1.24 -4.08
H 0.48 -0.84 -6.60
H -0.68 -2.02 -6.02
H -0.08 -3.89 -7.51
H 1.67 -4.08 -7.81
H 1.01 -2.59 -8.32
H -0.82 -0.58 -3.24
H -1.04 -0.02 -4.74
C -1.21 -1.78 4.80
C -1.43 -0.27 4.77
C -1.67 0.27 6.18
O -2.92 -0.16 6.66
C -3.18 0.30 7.95
N -0.27 0.40 4.22
H -0.31 -1.97 5.39
H -1.15 -2.22 3.81
H -1.91 -2.36 5.42
H -2.37 -0.09 4.23
H -1.67 1.37 6.25
H -0.77 -0.02 6.75
H -2.42 -0.13 8.63
H -4.12 -0.09 8.33
H -3.05 1.38 8.10
H -0.20 1.40 4.31
H -0.16 0.16 3.24
C -2.91 1.95 2.02
C -3.50 1.97 0.60
O -2.58 2.33 -0.40
H -2.32 2.85 2.18
H -2.40 1.00 2.17
H -3.66 2.11 2.80
H -4.30 2.72 0.62
H -3.95 1.00 0.34
H -1.92 1.60 -0.41
*
```

Output
HOMO-LUMO gap = 5.91 eV
E_HOMO = -0.121 hartree
M = 522.8 g/mol
E_LUMO = 0.096 Eh
energy above the lowest of the compared OMol25 structures with the same formula, charge and spin = 180.3 kJ/mol

Results of the Löwdin charge analysis, in e, for atoms 1 through 6:
1 C -0.3976
2 O -0.3854
3 H 0.0454
4 H 0.0279
5 H 0.0081
6 C -0.0593


Entry from the OMol25 dataset: a structure of composition C23H64O10 at a distorted geometry (wB97M-V/def2-TZVPD).

The geometry in ORCA input format:
```
! RIJCOSX wB97M-V def2-TZVPD def2/J DEFGRID3
* xyz 0 1
O -3.33 0.06 0.95
H -4.07 -0.52 1.12
H -2.70 -0.15 1.64
C -1.07 -0.16 -0.58
C 0.37 -0.66 -0.54
O 1.38 0.27 -0.30
O -1.33 0.45 0.69
H -1.80 -0.95 -0.76
H -1.20 0.70 -1.22
H 0.75 -1.12 -1.46
H 0.49 -1.50 0.15
H 1.06 0.75 0.47
H -2.19 0.82 0.91
C 0.05 -0.39 2.48
C -0.40 -1.18 3.70
C -0.84 -2.60 3.48
O 0.62 -1.11 4.66
H -0.12 0.67 2.68
H -0.42 -0.74 1.56
H 1.11 -0.50 2.26
H -1.24 -0.62 4.11
H -0.08 -3.10 2.89
H -1.74 -2.52 2.86
H -1.07 -3.13 4.40
H 1.47 -0.98 4.23
C -3.84 3.61 -0.77
C -4.21 2.12 -0.93
C -2.96 1.30 -1.37
O -4.54 1.73 0.39
H -3.07 3.78 -0.02
H -4.67 4.17 -0.34
H -3.51 3.96 -1.74
H -5.05 2.02 -1.61
H -3.35 0.28 -1.46
H -2.18 1.42 -0.62
H -2.52 1.66 -2.30
H -4.11 0.89 0.60
C 5.33 0.92 2.90
C 3.99 1.23 2.41
C 3.70 0.51 1.11
O 3.04 0.77 3.31
H 6.03 1.38 2.21
H 5.67 -0.12 2.84
H 5.56 1.43 3.84
H 3.80 2.30 2.34
H 4.07 -0.51 1.07
H 4.28 0.86 0.25
H 2.65 0.42 0.84
H 2.82 1.45 3.96
C -0.14 -0.45 -3.52
C 0.41 0.82 -4.01
C 1.58 1.43 -3.24
O 0.91 0.60 -5.30
H -0.68 -0.97 -4.31
H -0.81 -0.60 -2.67
H 0.61 -1.21 -3.31
H -0.37 1.58 -4.05
H 2.22 0.57 -3.02
H 1.45 1.90 -2.26
H 2.09 2.15 -3.88
H 0.24 0.21 -5.86
C 2.92 -2.65 0.47
C 3.20 -2.47 -1.02
C 1.94 -2.94 -1.83
O 3.54 -1.12 -1.25
H 2.44 -3.60 0.69
H 2.21 -1.92 0.84
H 3.83 -2.59 1.05
H 4.04 -3.10 -1.33
H 1.27 -3.61 -1.30
H 2.32 -3.62 -2.59
H 1.50 -2.08 -2.32
H 2.78 -0.62 -0.94
C -1.60 -3.09 -2.93
C -2.32 -2.80 -1.68
C -3.74 -2.33 -1.87
O -2.33 -3.96 -0.88
H -1.59 -2.14 -3.47
H -2.00 -3.81 -3.64
H -0.55 -3.36 -2.81
H -1.88 -2.07 -1.00
H -4.16 -1.95 -0.94
H -4.42 -3.14 -2.13
H -3.74 -1.55 -2.63
H -1.41 -4.18 -0.72
C 0.88 2.67 2.68
C 0.44 3.48 1.45
C -1.08 3.18 1.26
O 0.33 4.84 1.92
H 0.39 2.85 3.63
H 1.92 3.00 2.82
H 0.97 1.60 2.53
H 1.01 3.27 0.55
H -1.50 3.94 0.61
H -1.80 3.21 2.08
H -1.30 2.20 0.83
H -0.60 5.03 2.01
*
```

Output
HOMO-LUMO gap = 9.81 eV
E_HOMO = -0.359 hartree
M = 500.8 g/mol
E_LUMO = 0.001 Eh

Results of the Löwdin charge analysis, in e, for atoms 1 through 6:
1 O 0.0340
2 H 0.1539
3 H 0.1325
4 C -0.1914
5 C -0.2237
6 O -0.0930


Entry from the OMol25 dataset: a cluster of 13 separate species, C23H65FN2O17P2 in total at a distorted geometry (wB97M-V/def2-TZVPD).

The geometry in ORCA input format:
```
! RIJCOSX wB97M-V def2-TZVPD def2/J DEFGRID3
* xyz 0 1
C 1.99 -3.08 0.52
C 0.42 -2.62 0.19
C 0.45 -1.86 -1.29
N 0.55 -0.35 -1.07
C -0.44 0.35 -1.98
C 0.01 0.99 -3.25
C 1.56 1.05 -3.81
C 2.48 2.03 -2.86
F 2.07 -0.34 -3.82
C -1.14 1.69 -4.20
O -0.81 2.34 -5.32
C -2.76 1.65 -3.77
P -3.98 2.43 -5.01
N -4.01 4.04 -4.66
C -3.24 1.04 -2.49
P -5.05 0.97 -1.89
O -5.98 2.15 -2.39
O -5.67 -0.64 -2.25
O -5.01 1.10 -0.12
C -2.06 0.35 -1.54
O -2.33 -0.30 -0.38
H 2.28 -2.79 1.62
H 2.73 -2.52 -0.20
H 2.08 -4.26 0.41
H 0.06 -1.85 1.00
H -0.31 -3.53 0.22
H 1.31 -2.29 -1.97
H -0.57 -2.14 -1.82
H 1.54 -0.06 -1.25
H 1.63 1.45 -4.93
H 1.80 2.64 -2.13
H 3.15 1.31 -2.19
H 3.17 2.72 -3.55
H -5.31 1.85 -4.91
H -3.48 2.21 -6.37
H -4.98 4.34 -4.40
H -6.64 -0.73 -1.97
H -4.30 1.82 0.02
C 1.05 -7.61 0.46
O 0.56 -6.32 0.76
H 0.96 -7.78 -0.62
H 2.10 -7.68 0.75
H 0.46 -8.36 0.99
H 0.65 -6.19 1.72
C -0.93 2.27 2.05
O -0.90 2.36 0.63
H -1.53 3.09 2.44
H -1.38 1.32 2.34
H 0.09 2.34 2.44
H -0.36 1.62 0.31
C -1.51 6.12 1.23
O -2.70 5.41 1.53
H -1.58 7.13 1.65
H -0.65 5.61 1.68
H -1.38 6.18 0.15
H -2.60 4.52 1.15
C 6.59 2.99 -2.88
O 5.40 2.28 -2.58
H 6.52 4.00 -2.47
H 7.45 2.48 -2.43
H 6.72 3.05 -3.96
H 5.50 1.39 -2.96
C -3.40 -3.73 0.48
O -2.32 -4.63 0.31
H -3.01 -2.71 0.43
H -4.13 -3.88 -0.32
H -3.87 -3.90 1.45
H -2.69 -5.53 0.35
C -1.45 -8.86 3.13
O -0.09 -8.83 3.51
H -1.71 -7.90 2.68
H -1.61 -9.66 2.40
H -2.07 -9.03 4.01
H 0.12 -9.70 3.90
C -0.40 6.25 -5.89
O 0.68 5.35 -6.06
H -0.01 7.28 -5.93
H -1.13 6.11 -6.69
H -0.87 6.09 -4.91
H 0.31 4.45 -6.01
C 4.81 -7.05 -0.68
O 4.50 -6.99 0.70
H 4.00 -6.57 -1.25
H 5.74 -6.52 -0.87
H 4.90 -8.09 -0.99
H 5.23 -7.42 1.17
C -2.24 5.64 5.07
O -2.88 6.68 4.34
H -2.49 5.75 6.13
H -2.61 4.67 4.71
H -1.16 5.71 4.94
H -2.64 6.56 3.41
C -0.56 6.54 8.11
O 0.42 6.17 7.15
H -1.43 6.95 7.59
H -0.87 5.65 8.68
H -0.15 7.29 8.79
H 1.17 5.81 7.64
C 1.45 6.78 -2.65
O 1.83 5.46 -3.00
H 1.20 6.80 -1.58
H 2.28 7.46 -2.84
H 0.58 7.08 -3.23
H 2.05 5.47 -3.95
C 2.49 -9.40 6.02
O 2.10 -10.75 5.95
H 2.13 -8.97 6.96
H 3.58 -9.33 5.99
H 2.06 -8.85 5.18
H 2.43 -11.11 5.11
*
```

Output
HOMO-LUMO gap = 5.95 eV
E_HOMO = -0.315 hartree
M = 722.7 g/mol
E_LUMO = -0.096 Eh
energy above the lowest of the compared OMol25 structures with the same formula, charge and spin = 960.8 kJ/mol

Results of the Löwdin charge analysis, in e, for atoms 1 through 6:
1 C -0.1354
2 C -0.1987
3 C -0.1944
4 N -0.0070
5 C -0.0764
6 C 0.0161


Entry from the OMol25 dataset: a structure of composition C23H65LiN17O19 at a distorted geometry (wB97M-V/def2-TZVPD).

The geometry in ORCA input format:
```
! RIJCOSX wB97M-V def2-TZVPD def2/J DEFGRID3
* xyz -2 2
Li 3.81 -3.35 0.95
C -0.58 -1.39 -0.22
C -0.40 -0.45 -1.12
C 1.01 0.15 -1.26
O 1.21 1.10 -2.13
C 2.02 -0.18 -0.44
C 1.89 -1.28 0.51
C 0.42 -1.95 0.71
O 0.31 -2.82 1.51
O 2.83 -1.69 1.13
O -1.53 0.01 -1.65
H -1.59 -1.68 0.03
H 2.94 0.37 -0.44
C 2.22 -2.90 -3.63
O 1.99 -3.60 -4.57
N 2.41 -1.67 -3.67
N 2.44 -3.33 -2.44
H 2.44 -1.27 -2.74
H 2.16 -1.12 -4.48
H 3.08 -2.70 -1.99
H 2.27 -4.26 -2.09
C -0.08 4.87 -2.83
O 1.13 5.07 -2.95
N -0.72 3.71 -2.69
N -0.87 5.88 -2.82
H -1.73 3.71 -2.63
H -0.20 2.86 -2.59
H -0.39 6.71 -3.13
H -1.85 5.69 -2.98
C -4.74 -1.48 -0.36
O -5.95 -1.66 -0.29
N -4.09 -1.66 -1.44
N -3.99 -1.12 0.62
H -3.11 -1.42 -1.39
H -4.58 -2.05 -2.24
H -2.99 -1.17 0.49
H -4.46 -1.18 1.51
C -2.67 -3.24 3.14
O -3.69 -3.54 3.74
N -2.12 -3.80 2.10
N -1.76 -2.46 3.66
H -2.78 -4.44 1.68
H -1.25 -3.47 1.72
H -0.89 -2.45 3.13
H -1.66 -2.23 4.63
C 4.24 1.74 3.30
O 4.57 2.77 3.84
N 3.71 1.61 2.06
N 4.08 0.66 3.98
H 3.17 0.79 1.80
H 3.58 2.45 1.53
H 4.32 0.73 4.96
H 3.67 -0.19 3.62
C -0.67 -5.02 -2.24
O -1.30 -4.40 -3.01
N -0.31 -4.58 -1.07
N -0.01 -6.14 -2.53
H -0.57 -3.63 -0.83
H -0.11 -5.27 -0.37
H -0.02 -6.30 -3.53
H 0.36 -6.81 -1.89
C -1.77 -1.83 -5.27
O -2.37 -0.92 -5.87
N -2.20 -3.06 -5.25
N -0.73 -1.68 -4.44
H -2.04 -3.57 -4.40
H -3.07 -3.13 -5.76
H -0.40 -0.74 -4.29
H -0.28 -2.50 -4.06
C 0.89 1.61 -5.56
O 0.93 1.95 -6.74
N -0.25 1.33 -4.96
N 1.89 1.60 -4.86
H -1.02 1.38 -5.61
H -0.30 1.00 -4.00
H 1.88 1.53 -3.86
H 2.77 1.59 -5.36
C -0.95 0.94 2.03
C -1.48 1.77 3.23
C -0.64 1.32 4.48
C 0.74 1.91 4.45
C 0.63 3.43 4.34
C -0.05 3.88 3.05
N -1.33 3.23 3.05
O -2.09 3.70 2.09
C -0.14 5.42 3.20
C 0.74 3.65 1.73
C -2.94 1.44 3.28
H -1.38 -0.05 2.21
H 0.12 0.78 1.88
H -1.14 1.35 1.04
H -1.17 1.62 5.39
H -0.71 0.25 4.70
H 1.31 1.43 3.66
H 1.33 1.65 5.33
H 1.56 3.98 4.44
H 0.22 3.93 5.22
H -0.62 5.84 2.31
H -0.91 5.58 3.95
H 0.83 5.88 3.39
H 0.08 3.81 0.88
H 1.55 4.38 1.72
H 1.10 2.63 1.55
H -3.40 1.68 2.32
H -3.45 2.05 4.02
H -3.19 0.42 3.58
H -1.61 3.28 1.37
O 2.20 -4.48 1.85
H 1.89 -5.36 1.65
H 1.40 -3.96 1.93
O 3.00 -2.25 3.85
H 3.60 -2.28 3.10
H 2.13 -2.13 3.46
O 5.27 -2.90 2.19
H 5.85 -2.16 2.03
H 5.83 -3.55 2.63
O -3.10 2.50 -0.52
H -3.80 2.73 -1.14
H -2.66 1.76 -0.93
O -3.95 0.83 -3.12
H -4.23 0.06 -3.61
H -3.03 0.66 -2.92
O 3.04 3.16 -1.11
H 2.66 2.34 -1.42
H 2.35 3.81 -1.23
*
```

Output
HOMO-LUMO gap (alpha / beta) = 2.78 / 4.84 eV
E_HOMO (alpha / beta) = -0.033 / -0.110 hartree
M = 890.8 g/mol
expectation value of S² = 0.772
E_LUMO (alpha / beta) = 0.069 / 0.068 Eh

Results of the Löwdin charge analysis, in e, for atoms 1 through 6:
1 Li 0.7262
2 C -0.0631
3 C -0.3575
4 C -0.3780
5 O -0.1590
6 C -0.0404